(1)
{"formula": "C30H71F2I2N8O3P2", "method": "wB97M-V/def2-TZVPD", "e_homo_ev": -9.80, "charge": 1, "gap_ha": 0.268, "elements": ["C", "C", "C", "O", "C", "C", "C", "C", "F", "C", "N", "C", "C", "C", "N", "C", "I", "C", "C", "C", "I", "C", "C", "C", "F", "H", "H", "H", "H", "H", "H", "H", "H", "H", "H", "H", "H", "H", "H", "H", "H", "H", "H", "H", "H", "H", "H", "H", "H", "H", "H", "H", "H", "H", "H", "H", "H", "H", "H", "H", "O", "P", "N", "C", "C", "N", "C", "C", "N", "C", "C", "H", "H", "H", "H", "H", "H", "H", "H", "H", "H", "H", "H", "H", "H", "H", "H", "H", "H", "O", "P", "N", "C", "C", "N", "C", "C", "N", "C", "C", "H", "H", "H", "H", "H", "H", "H", "H", "H", "H", "H", "H", "H", "H", "H", "H", "H", "H"], "coordinates": [[7.001, 0.257, 4.432], [6.303, -0.920, 5.138], [5.641, -1.862, 4.138], [4.470, -1.277, 3.560], [3.199, -1.805, 3.968], [2.980, -3.094, 3.127], [1.801, -3.051, 2.166], [1.526, -4.414, 1.549], [2.127, -2.152, 1.159], [2.205, -0.722, 3.613], [2.101, 0.344, 4.696], [0.614, 0.644, 4.704], [0.194, 1.979, 5.311], [-1.316, 1.923, 5.574], [-1.914, 3.212, 5.885], [3.029, 1.442, 4.218], [3.622, 2.819, 5.768], [2.520, 2.210, 2.984], [3.424, 1.984, 1.745], [2.662, -0.424, 5.881], [1.701, -0.131, 7.763], [2.997, -1.897, 5.496], [2.145, -3.027, 6.079], [0.745, -3.235, 5.525], [0.028, -3.959, 6.469], [8.078, 0.171, 4.550], [6.713, 1.196, 4.902], [6.749, 0.307, 3.375], [6.986, -1.506, 5.750], [5.526, -0.517, 5.789], [5.420, -2.830, 4.597], [6.330, -2.046, 3.314], [2.855, -3.986, 3.737], [3.866, -3.276, 2.524], [0.875, -2.756, 2.660], [1.526, -5.174, 2.329], [2.315, -4.653, 0.839], [0.553, -4.425, 1.067], [2.125, -0.373, 2.589], [1.265, -1.259, 3.738], [0.115, -0.141, 5.265], [0.279, 0.661, 3.673], [0.400, 2.784, 4.604], [0.719, 2.222, 6.230], [-1.844, 1.461, 4.740], [-1.477, 1.288, 6.451], [-2.240, 3.684, 5.055], [-1.269, 3.808, 6.384], [3.960, 0.951, 3.961], [1.505, 1.958, 2.689], [2.553, 3.271, 3.200], [2.943, 1.269, 1.079], [3.619, 2.912, 1.222], [4.382, 1.538, 2.018], [3.637, -0.013, 6.101], [3.941, -2.035, 6.022], [2.097, -2.965, 7.162], [2.702, -3.942, 5.868], [0.186, -2.310, 5.370], [0.753, -3.859, 4.634], [1.152, 1.142, -0.953], [1.229, 0.425, -2.264], [1.301, 1.686, -3.388], [0.906, 1.544, -4.775], [2.478, 2.535, -3.260], [-0.330, -0.315, -2.332], [-1.469, 0.496, -2.758], [-0.633, -1.017, -1.095], [2.019, -0.809, -3.216], [1.251, -1.869, -3.858], [3.198, -1.388, -2.545], [1.656, 1.020, -5.383], [0.764, 2.539, -5.201], [-0.041, 1.025, -4.879], [3.376, 2.063, -3.686], [2.673, 2.758, -2.211], [2.312, 3.484, -3.770], [-1.497, 1.480, -2.275], [-2.401, -0.021, -2.532], [-1.478, 0.634, -3.835], [-0.935, -0.335, -0.290], [0.240, -1.578, -0.743], [-1.436, -1.736, -1.271], [0.811, -2.582, -3.155], [1.940, -2.408, -4.514], [0.460, -1.464, -4.482], [2.923, -2.028, -1.697], [3.845, -0.591, -2.169], [3.784, -1.979, -3.248], [-4.178, 0.518, -4.753], [-5.328, 0.946, -5.589], [-5.635, 2.544, -5.141], [-6.904, 3.206, -5.362], [-4.519, 3.453, -5.371], [-6.616, -0.029, -4.973], [-7.303, 0.403, -3.761], [-6.204, -1.422, -4.860], [-5.882, 0.970, -7.230], [-7.168, 0.388, -7.598], [-4.846, 0.546, -8.191], [-7.049, 3.517, -6.406], [-6.947, 4.099, -4.737], [-7.747, 2.586, -5.073], [-4.429, 3.733, -6.431], [-3.583, 2.991, -5.057], [-4.650, 4.362, -4.783], [-6.616, 0.728, -2.969], [-7.903, -0.422, -3.374], [-8.004, 1.208, -3.964], [-5.573, -1.603, -3.983], [-5.637, -1.731, -5.742], [-7.088, -2.061, -4.800], [-7.194, -0.703, -7.523], [-7.359, 0.668, -8.637], [-7.975, 0.798, -7.000], [-4.640, -0.529, -8.135], [-3.912, 1.078, -7.995], [-5.151, 0.787, -9.209]], "mulliken_charge": [-1.324, 0.154, -0.666, -0.265, 2.799, -2.079, 0.693, -1.793, -0.191, -3.808, 1.824, -0.884, -0.783, -0.922, -0.623, -0.278, 0.224, -0.751, -0.998, -0.625, 0.255, 0.612, -1.592, 0.156, -0.380, 0.366, 0.283, 0.295, 0.629, -0.230, 0.325, 0.542, 0.327, 0.577, 0.314, 0.422, 0.401, 0.444, 1.007, 0.200, -0.065, 0.970, 0.245, 0.394, 0.451, 0.326, 0.274, 0.257, 0.378, 0.172, 0.744, 0.188, 0.361, 0.190, -0.054, 0.154, 0.787, 0.525, -0.007, 0.015, -1.005, 0.990, 0.174, -0.952, -1.054, 0.408, -1.203, -1.205, 0.027, -0.823, -0.965, 0.290, 0.389, 0.205, 0.341, 0.228, 0.377, 0.316, 0.492, 0.113, 0.347, 0.289, 0.436, 0.238, 0.398, 0.241, 0.251, 0.335, 0.388, -0.679, 0.384, 0.222, -0.954, -1.044, 0.210, -0.991, -1.163, 0.126, -0.895, -0.969, 0.313, 0.365, 0.215, 0.338, 0.210, 0.380, 0.296, 0.385, 0.253, 0.321, 0.322, 0.388, 0.279, 0.412, 0.247, 0.317, 0.321, 0.366]}

=====

(2)
{"formula": "C22H32N3O2", "method": "wB97M-V/def2-TZVPD", "e_homo_ev": -10.70, "relative_energy_kcal_mol": 27.9, "charge": 1, "smiles": "CC(C)(C)c1ccc(OC[C@H](O)CN2CC[NH+](c3ccccn3)CC2)cc1", "gap_ha": 0.306, "elements": ["C", "C", "C", "C", "C", "C", "C", "C", "O", "C", "C", "O", "C", "N", "C", "C", "N", "C", "C", "C", "C", "C", "N", "C", "C", "C", "C", "H", "H", "H", "H", "H", "H", "H", "H", "H", "H", "H", "H", "H", "H", "H", "H", "H", "H", "H", "H", "H", "H", "H", "H", "H", "H", "H", "H", "H", "H", "H", "H"], "coordinates": [[0.368, 6.434, -1.411], [0.931, 5.138, -2.011], [1.044, 5.321, -3.526], [2.337, 4.874, -1.453], [0.020, 3.982, -1.630], [-0.185, 3.681, -0.288], [-1.009, 2.646, 0.119], [-1.667, 1.878, -0.830], [-2.521, 0.824, -0.563], [-2.806, 0.480, 0.769], [-1.708, -0.458, 1.293], [-1.607, -1.558, 0.390], [-2.023, -0.988, 2.705], [-1.147, -2.002, 3.232], [0.230, -1.684, 3.469], [1.143, -1.934, 2.235], [0.477, -2.897, 1.327], [1.350, -3.326, 0.240], [2.361, -4.254, 0.406], [3.119, -4.565, -0.717], [2.836, -3.941, -1.921], [1.797, -3.020, -1.963], [1.070, -2.724, -0.900], [-0.150, -3.979, 2.110], [-1.363, -3.384, 2.852], [-1.470, 2.160, -2.177], [-0.643, 3.194, -2.565], [-0.640, 6.612, -1.779], [0.332, 6.388, -0.326], [0.992, 7.277, -1.695], [1.459, 4.435, -4.000], [0.075, 5.543, -3.967], [1.707, 6.156, -3.740], [2.736, 3.946, -1.858], [2.330, 4.801, -0.369], [3.005, 5.685, -1.733], [0.303, 4.264, 0.478], [-1.132, 2.470, 1.177], [-2.925, 1.355, 1.412], [-3.755, -0.063, 0.733], [-0.752, 0.087, 1.293], [-1.738, -1.208, -0.506], [-3.035, -1.396, 2.707], [-2.006, -0.137, 3.392], [0.576, -2.306, 4.300], [0.313, -0.643, 3.780], [2.103, -2.348, 2.552], [1.335, -1.018, 1.673], [-0.325, -2.375, 0.838], [2.559, -4.725, 1.355], [3.918, -5.287, -0.645], [3.406, -4.162, -2.808], [1.529, -2.501, -2.872], [0.582, -4.383, 2.813], [-0.468, -4.774, 1.436], [-1.547, -3.983, 3.753], [-2.248, -3.443, 2.220], [-1.989, 1.563, -2.910], [-0.528, 3.380, -3.620]], "nbo_charge": [-0.594, -0.079, -0.606, -0.594, -0.024, -0.135, -0.327, 0.279, -0.513, -0.088, 0.043, -0.743, -0.224, -0.447, -0.238, -0.235, -0.449, 0.337, -0.262, -0.136, -0.227, 0.065, -0.431, -0.237, -0.228, -0.251, -0.184, 0.214, 0.204, 0.213, 0.208, 0.212, 0.219, 0.208, 0.203, 0.214, 0.206, 0.208, 0.198, 0.208, 0.171, 0.521, 0.216, 0.215, 0.209, 0.232, 0.224, 0.231, 0.515, 0.235, 0.240, 0.243, 0.216, 0.215, 0.243, 0.213, 0.225, 0.225, 0.223]}

=====

(3)
{"formula": "C20H26N2O3", "method": "wB97M-V/def2-TZVPD", "e_homo_ev": -8.23, "relative_energy_kcal_mol": 62.8, "charge": 0, "smiles": "COc1ccccc1CC(=O)NC[C@@H](c1ccco1)N1CCCCC1", "gap_ha": 0.329, "elements": ["C", "O", "C", "C", "C", "C", "C", "C", "C", "C", "O", "N", "C", "C", "C", "C", "C", "C", "O", "N", "C", "C", "C", "C", "C", "H", "H", "H", "H", "H", "H", "H", "H", "H", "H", "H", "H", "H", "H", "H", "H", "H", "H", "H", "H", "H", "H", "H", "H", "H", "H"], "coordinates": [[-4.360, -1.932, 1.791], [-3.485, -1.858, 0.695], [-3.379, -0.683, 0.015], [-4.074, 0.479, 0.324], [-3.884, 1.625, -0.432], [-3.007, 1.623, -1.499], [-2.314, 0.463, -1.811], [-2.485, -0.693, -1.070], [-1.735, -1.951, -1.381], [-0.689, -2.336, -0.334], [-0.256, -3.466, -0.244], [-0.271, -1.318, 0.441], [0.730, -1.440, 1.467], [1.980, -0.575, 1.185], [2.935, -1.244, 0.241], [2.823, -2.315, -0.595], [4.078, -2.442, -1.244], [4.855, -1.440, -0.759], [4.176, -0.707, 0.142], [1.550, 0.757, 0.747], [1.552, 0.960, -0.693], [0.737, 2.207, -1.027], [1.358, 3.422, -0.347], [1.462, 3.153, 1.150], [2.231, 1.858, 1.403], [-5.397, -1.743, 1.494], [-4.274, -2.951, 2.166], [-4.075, -1.231, 2.583], [-4.766, 0.504, 1.151], [-4.430, 2.521, -0.179], [-2.862, 2.516, -2.088], [-1.629, 0.456, -2.647], [-2.424, -2.795, -1.452], [-1.214, -1.858, -2.337], [-0.642, -0.392, 0.295], [0.296, -1.111, 2.417], [1.004, -2.494, 1.542], [2.506, -0.456, 2.140], [1.970, -2.947, -0.728], [4.354, -3.180, -1.968], [5.867, -1.149, -0.960], [1.121, 0.083, -1.178], [2.578, 1.093, -1.081], [-0.287, 2.074, -0.673], [0.711, 2.345, -2.110], [0.755, 4.312, -0.532], [2.356, 3.598, -0.756], [0.459, 3.051, 1.568], [1.964, 3.979, 1.655], [2.262, 1.660, 2.477], [3.268, 1.968, 1.041]], "nbo_charge": [-0.251, -0.512, 0.380, -0.323, -0.190, -0.245, -0.188, -0.103, -0.511, 0.701, -0.647, -0.630, -0.215, -0.091, 0.265, -0.315, -0.311, 0.080, -0.416, -0.468, -0.234, -0.397, -0.399, -0.402, -0.209, 0.177, 0.206, 0.176, 0.220, 0.215, 0.217, 0.214, 0.250, 0.234, 0.415, 0.197, 0.239, 0.217, 0.256, 0.228, 0.201, 0.213, 0.173, 0.203, 0.205, 0.207, 0.194, 0.201, 0.207, 0.198, 0.169]}

=====

(4)
{"formula": "C28H30NOReS", "method": "wB97M-V/def2-TZVPD", "s2": 3.8066, "e_homo_ev": [-10.05, -10.78], "relative_energy_kcal_mol": 32.2, "charge": 1, "gap_ha": [0.250, 0.185], "multiplicity": 4, "elements": ["C", "C", "C", "H", "C", "C", "H", "C", "C", "C", "H", "C", "C", "H", "H", "H", "H", "H", "H", "Re", "C", "C", "C", "H", "H", "H", "H", "H", "H", "C", "C", "H", "H", "O", "N", "C", "H", "C", "C", "H", "C", "H", "C", "H", "C", "H", "C", "H", "H", "H", "S", "C", "C", "C", "C", "C", "C", "H", "H", "H", "H", "H"], "coordinates": [[3.032, -0.321, 2.622], [2.904, -1.063, 1.394], [2.315, -0.188, 0.415], [3.274, -2.070, 1.265], [2.067, 1.081, 1.034], [2.470, 0.991, 2.417], [1.683, 1.966, 0.539], [-0.824, -1.898, 2.242], [0.307, -2.565, 1.589], [0.055, -2.491, 0.155], [0.958, -3.288, 2.092], [-1.168, -1.802, -0.075], [-1.683, -1.413, 1.189], [2.087, -0.436, -0.619], [2.491, 1.773, 3.161], [3.528, -0.651, 3.517], [-2.648, -0.933, 1.369], [0.671, -2.993, -0.602], [-1.102, -2.089, 3.282], [1.016, -0.530, 2.101], [-1.937, -1.741, -1.404], [-3.262, -2.505, -1.167], [-1.167, -2.463, -2.506], [-3.049, -3.550, -0.922], [-3.860, -2.469, -2.079], [-3.835, -2.055, -0.351], [-1.031, -3.523, -2.240], [-0.181, -2.017, -2.693], [-1.760, -2.417, -3.431], [-2.341, -0.291, -1.902], [-1.257, 0.661, -2.396], [-2.760, 0.228, -1.023], [-3.123, -0.413, -2.679], [-0.488, 1.099, -1.540], [-1.102, 1.140, -3.693], [-0.068, 2.229, -3.745], [-1.941, 1.374, -4.219], [1.318, 1.616, -3.731], [2.391, 2.228, -3.070], [2.197, 3.099, -2.440], [3.682, 1.706, -3.192], [4.520, 2.222, -2.718], [3.901, 0.546, -3.947], [4.918, 0.181, -4.102], [2.813, -0.137, -4.502], [2.958, -1.061, -5.061], [1.522, 0.392, -4.377], [0.655, -0.142, -4.770], [-0.192, 2.903, -2.889], [-0.185, 2.834, -4.653], [-0.649, 1.390, 1.960], [-1.147, 1.527, 3.588], [-0.450, 0.848, 4.597], [-0.881, 0.938, 5.918], [-2.002, 1.708, 6.248], [-2.702, 2.379, 5.242], [-2.287, 2.293, 3.921], [0.419, 0.227, 4.299], [-0.338, 0.400, 6.696], [-2.327, 1.776, 7.282], [-3.582, 2.968, 5.493], [-2.818, 2.789, 3.113]], "nbo_charge": [-0.283, -0.288, -0.222, 0.269, -0.193, -0.311, 0.279, -0.429, -0.434, -0.181, 0.261, -0.071, -0.137, 0.289, 0.268, 0.263, 0.221, 0.238, 0.266, 0.781, -0.056, -0.591, -0.616, 0.222, 0.214, 0.209, 0.219, 0.217, 0.221, -0.473, 0.685, 0.237, 0.218, -0.652, -0.627, -0.246, 0.405, -0.028, -0.172, 0.203, -0.229, 0.219, -0.227, 0.222, -0.194, 0.219, -0.234, 0.226, 0.216, 0.221, 0.328, -0.165, -0.199, -0.194, -0.138, -0.204, -0.187, 0.195, 0.236, 0.238, 0.239, 0.236]}